# 1
The following is a DFT calculation (wB97M-V/def2-TZVPD) of a molecular structure, C7H13NO at a distorted geometry.

The LUMO energy is 0.5404 eV. The calculation puts the maximum force at 2.97 eV/A. Its HOMO-LUMO gap is 0.2969 hartree. The energy above the lowest of the compared OMol25 structures with the same formula, charge and spin is 578.7 kJ/mol. As for the net charge: 0.

Each line ends with the natural charge from an NBO analysis.
CARTESIAN COORDINATES (ANGSTROEM)
C1 -0.427 0.035 2.226  0.12
C2 0.975 -0.017 1.975  -0.60
C3 -1.528 -0.534 -1.855  -0.67
C4 0.926 -0.012 -0.785  0.03
C5 -1.001 -0.335 -0.488  0.06
N1 1.075 1.332 -1.153  -0.84
C6 -1.422 -0.262 0.708  -0.29
C7 1.573 -1.012 -1.410  -0.52
O1 -0.983 1.225 2.713  -0.70
H1 -0.534 1.968 2.293  0.47
H2 -0.827 -0.789 2.811  0.19
H3 0.289 1.929 -0.949  0.38
H4 1.451 1.490 -2.077  0.37
H5 -2.418 -0.230 1.115  0.23
H6 1.451 -0.988 2.024  0.23
H7 1.049 -0.008 0.534  0.24
H8 1.590 0.835 2.247  0.23
H9 -2.619 -0.585 -1.842  0.22
H10 -1.218 0.279 -2.515  0.22
H11 -1.128 -1.457 -2.278  0.24
H12 2.246 -0.836 -2.240  0.19
H13 1.479 -2.028 -1.057  0.21

# 2
The following is a DFT calculation (wB97M-V/def2-TZVPD) of 3 unconnected molecules or ions with the total composition C7H13NO2 at a distorted geometry.

The LUMO energy is 0.5926 eV. Its structure (SMILES) is Cc1ccccc1N.O.O. The calculation puts the maximum force at 5.13 eV/A. Its HOMO-LUMO gap is 0.3237 hartree. The energy above the lowest of the compared OMol25 structures with the same formula, charge and spin is 295.6 kJ/mol. As for the net charge: 0.

Each line ends with the natural charge from an NBO analysis.
CARTESIAN COORDINATES (ANGSTROEM)
C1 0.779 1.062 -1.621  -0.63
C2 0.135 0.579 -0.356  -0.10
C3 -1.190 1.149 -0.170  -0.20
C4 -1.999 0.556 0.823  -0.27
C5 -1.700 -0.653 1.333  -0.20
C6 -0.424 -1.244 1.189  -0.25
C7 0.552 -0.474 0.472  0.20
N1 1.779 -1.180 0.228  -0.80
H1 1.639 1.749 -1.193  0.19
H2 1.093 0.407 -2.357  0.23
H3 0.157 1.741 -2.300  0.23
H4 -1.233 2.092 -0.689  0.22
H5 -2.809 1.191 1.247  0.22
H6 -2.577 -1.309 1.851  0.22
H7 -0.207 -2.211 1.577  0.22
H8 1.997 -1.877 0.832  0.37
H9 2.584 -0.655 0.066  0.36
O1 2.182 0.775 2.091  -0.92
H10 1.646 1.529 2.382  0.48
H11 2.492 0.983 1.244  0.46
O2 -1.902 -1.328 -2.513  -0.92
H12 -1.189 -1.953 -2.414  0.46
H13 -1.804 -0.930 -1.721  0.46

# 3
The following is a DFT calculation (wB97M-V/def2-TZVPD) of C7H13NO2 in the gas phase at a distorted geometry.

The LUMO energy is 0.8554 eV. Its structure (SMILES) is CCC12COCN1COC2. The calculation puts the maximum force at 5.98 eV/A. Its HOMO-LUMO gap is 0.3732 hartree. The energy above the lowest of the compared OMol25 structures with the same formula, charge and spin is 500.9 kJ/mol. As for the net charge: 0.

Each line ends with the natural charge from an NBO analysis.
CARTESIAN COORDINATES (ANGSTROEM)
C1 -0.691 0.026 -2.310  -0.63
C2 -1.249 0.117 -0.879  -0.39
C3 -0.338 -0.095 0.183  -0.01
C4 0.160 -1.574 0.187  -0.10
O1 1.509 -1.433 -0.424  -0.53
C5 2.010 -0.263 0.290  0.07
N1 0.953 0.759 0.260  -0.45
C6 0.769 1.404 1.536  0.09
O2 -0.142 0.663 2.214  -0.53
C7 -1.135 0.188 1.356  -0.08
H1 0.300 0.306 -2.625  0.24
H2 -1.626 0.457 -2.913  0.20
H3 -0.681 -1.064 -2.773  0.19
H4 -2.201 -0.662 -0.785  0.21
H5 -1.748 1.127 -0.994  0.22
H6 -0.289 -2.217 -0.558  0.22
H7 0.405 -1.829 1.192  0.19
H8 2.933 0.096 -0.352  0.19
H9 2.384 -0.287 1.369  0.15
H10 1.671 1.420 1.954  0.18
H11 0.393 2.374 1.108  0.16
H12 -1.690 -0.653 1.914  0.23
H13 -1.698 1.139 1.049  0.17

# 4
The following is a DFT calculation (wB97M-V/def2-TZVPD) of a molecular structure, C7H13NO2PW at a distorted geometry.

The LUMO energy (alpha / beta) is -4.4438 / -4.4717 eV. The calculation puts the maximum force at 3.14 eV/A. Its HOMO-LUMO gap (alpha / beta) is 0.2571 / 0.2429 hartree. As for the spin multiplicity: 3. As for the net charge: +1.

Each line ends with the Mulliken charge.
CARTESIAN COORDINATES (ANGSTROEM)
C1 0.974 0.605 -3.930  -0.53
C2 -0.255 0.120 -3.379  -0.49
C3 0.015 -1.124 -2.727  -0.41
C4 1.400 -1.429 -2.861  -0.30
C5 2.025 -0.367 -3.583  -0.47
W1 1.283 0.802 -1.785  0.87
P1 0.098 2.786 -1.509  -0.22
H1 1.116 1.452 -4.578  0.39
H2 -1.228 0.594 -3.477  0.47
H3 -0.710 -1.702 -2.156  0.38
H4 3.059 -0.295 -3.872  0.45
H5 1.912 -2.293 -2.447  0.40
H6 -1.013 2.650 -0.584  0.17
H7 -0.566 3.467 -2.606  0.16
H8 0.729 3.938 -0.885  0.13
N1 -1.376 -1.852 4.314  -0.25
C6 -0.441 -0.732 4.507  -0.51
C7 -0.659 0.106 3.233  0.68
O1 -0.124 1.237 3.281  -0.67
O2 -1.338 -0.489 2.332  -0.78
H9 -2.280 -1.572 4.693  0.34
H10 -1.056 -2.689 4.794  0.32
H11 -1.467 -1.914 3.263  0.35
H12 -0.677 -0.184 5.420  0.29
H13 0.579 -1.114 4.544  0.24

# 5
The following is a DFT calculation (wB97M-V/def2-TZVPD) of C7H13NO2Si in the gas phase at a distorted geometry.

The LUMO energy is 0.5681 eV. Its structure (SMILES) is COC(=O)N=C=C[Si](C)(C)C. The calculation puts the maximum force at 3.44 eV/A. Its HOMO-LUMO gap is 0.3588 hartree. The energy above the lowest of the compared OMol25 structures with the same formula, charge and spin is 85.2 kJ/mol. As for the net charge: 0.

Each line ends with the natural charge from an NBO analysis.
CARTESIAN COORDINATES (ANGSTROEM)
C1 4.018 0.961 -1.055  -0.28
O1 4.263 0.927 0.330  -0.48
C2 3.359 0.220 0.999  0.89
O2 3.530 -0.233 2.083  -0.55
N1 2.225 0.029 0.244  -0.55
C3 1.044 0.309 0.015  0.54
C4 -0.129 0.432 -0.527  -0.90
Si1 -1.748 -0.233 0.055  1.60
C5 -2.855 -0.634 -1.398  -1.14
C6 -1.201 -1.845 0.916  -1.10
C7 -2.748 0.949 1.303  -1.07
H1 3.627 0.065 -1.541  0.20
H2 5.011 1.213 -1.506  0.21
H3 3.228 1.720 -1.244  0.18
H4 -0.140 1.294 -1.313  0.28
H5 -3.836 -0.102 -1.484  0.25
H6 -2.314 -0.563 -2.365  0.24
H7 -3.137 -1.728 -1.398  0.25
H8 -1.835 -2.766 0.940  0.24
H9 -0.213 -2.126 0.666  0.23
H10 -1.227 -1.565 1.932  0.23
H11 -2.012 1.503 1.921  0.24
H12 -3.323 1.698 0.698  0.23
H13 -3.588 0.473 1.730  0.24

# 6
The following is a DFT calculation (wB97M-V/def2-TZVPD) of a molecular structure, C7H13NOS2 at a distorted geometry.

The LUMO energy is 0.4578 eV. The calculation puts the maximum force at 4.57 eV/A. Its HOMO-LUMO gap is 0.3534 hartree. The energy above the lowest of the compared OMol25 structures with the same formula, charge and spin is 429.4 kJ/mol. As for the net charge: 0.

Each line ends with the natural charge from an NBO analysis.
CARTESIAN COORDINATES (ANGSTROEM)
C1 3.261 -1.865 0.193  -0.88
C2 1.248 0.036 -0.027  -0.60
C3 -0.047 -0.671 0.275  -0.42
C4 -1.077 0.218 0.971  -0.43
C5 -1.230 1.676 0.419  -0.39
C6 -1.954 1.589 -0.946  -0.25
C7 -3.532 -0.376 -0.649  0.29
H1 4.441 -2.091 -0.003  0.28
H2 3.194 -1.728 1.436  0.25
H3 2.419 -2.824 -0.272  0.23
H4 1.780 0.411 0.847  0.23
H5 1.159 0.968 -0.666  0.23
H6 -0.681 -0.813 -0.741  0.20
H7 0.076 -1.681 0.710  0.24
H8 -0.860 0.215 2.121  0.21
H9 -1.875 -0.490 1.023  0.24
H10 -0.292 2.250 0.161  0.23
H11 -1.772 2.498 1.250  0.22
H12 -1.085 1.396 -1.524  0.22
H13 -2.316 2.556 -1.107  0.22
N1 -3.152 0.729 -0.952  -0.45
O1 3.820 0.512 -0.961  -0.95
S1 2.708 -0.631 -0.979  1.17
S2 -4.234 -1.885 -0.578  -0.09